Density functional theory data (ωB97M-V/def2-TZVPD) for a gas-phase ion, C5H12N3 (charge +1) at a distorted geometry.

The gap between HOMO and LUMO is 8.63 eV. The total charge is +1. The energy relative to the best compared isomer or geometry (same formula, charge and spin) is 256.8 kJ/mol. The value obtained for the total energy is -9841.551 eV. The calculation puts the HOMO energy at -12.8 eV. The SMILES is C/[NH+]=C/C=C(/C)NN.

Cartesian coordinates (Å):
C: 1.03 -0.17 0.24
C: 0.15 -1.18 0.60
C: 0.97 0.97 -0.60
C: 2.20 1.67 -0.90
C: -1.76 -2.69 0.72
N: -0.03 1.82 -0.71
N: -1.32 1.57 -0.13
N: -1.13 -1.49 0.31
H: 2.12 -0.22 0.46
H: 0.59 -2.03 1.13
H: 2.50 2.34 -0.14
H: 2.01 2.29 -1.75
H: 2.92 0.90 -1.06
H: -1.41 -2.98 1.82
H: -2.83 -2.59 0.69
H: -1.53 -3.50 0.09
H: 0.00 2.58 -1.36
H: -1.73 2.43 -0.01
H: -1.05 1.14 0.81
H: -1.71 -0.86 -0.20

Results of the Mulliken charge analysis, in e, for atoms 1 through 4: -0.942 -0.033 1.332 -1.562